DFT (ωB97M-V/def2-TZVPD) results for a structure of composition C38H30GeN2O6PTi.

Positions of all 79 atoms, in Å:
Ti: 0.1477 0.5119 -0.1519
O: -1.0074 -0.5098 5.7551
C: -0.7798 -0.3565 4.4479
C: -1.6854 -0.7705 3.4689
C: -1.3548 -0.5311 2.1557
N: -0.2183 0.0597 1.8217
C: 0.6614 0.4463 2.7447
C: 0.4336 0.2476 4.0812
C: 1.8573 1.1031 2.0872
O: 2.8239 1.4896 2.6727
O: 1.6605 1.1615 0.7611
C: -2.1446 -0.8955 0.9167
O: -3.1678 -1.5174 0.9368
O: -1.5129 -0.4408 -0.1704
H: -1.8821 -0.8852 5.9144
H: -2.6254 -1.2495 3.7089
H: 1.1454 0.5681 4.8284
O: 0.6450 1.7148 -2.3509
N: 0.8345 0.3453 -2.1767
C: 1.3063 -0.3523 -3.1355
C: 1.5464 -1.7962 -3.1421
C: 1.8500 -2.3128 -4.4061
C: 2.0729 -3.6652 -4.5900
C: 2.0010 -4.5186 -3.5003
C: 1.7182 -4.0126 -2.2394
C: 1.4926 -2.6573 -2.0303
P: 1.2426 -2.0578 -0.3116
C: 2.8395 -2.4255 0.4721
C: 3.7467 -1.3783 0.6138
C: 4.9990 -1.6092 1.1644
C: 5.3471 -2.8850 1.5786
C: 4.4449 -3.9338 1.4430
C: 3.1958 -3.7075 0.8933
C: 0.0621 -3.2368 0.4005
C: 0.0745 -3.4486 1.7796
C: -0.9007 -4.2354 2.3723
C: -1.9027 -4.8024 1.5991
C: -1.9318 -4.5790 0.2305
C: -0.9562 -3.7987 -0.3675
H: 0.8161 1.9751 -3.2679
H: 1.5338 0.1688 -4.0669
H: 1.9025 -1.6411 -5.2536
H: 2.2998 -4.0467 -5.5754
H: 2.1714 -5.5787 -3.6274
H: 1.6727 -4.6908 -1.3973
H: 3.4704 -0.3754 0.3074
H: 5.6922 -0.7877 1.2818
H: 6.3197 -3.0642 2.0166
H: 4.7168 -4.9285 1.7695
H: 2.4945 -4.5273 0.8009
H: 0.8524 -3.0038 2.3901
H: -0.8748 -4.4070 3.4406
H: -2.6645 -5.4142 2.0627
H: -2.7227 -5.0033 -0.3723
H: -0.9980 -3.6147 -1.4340
Ge: -1.2518 2.6780 0.3025
C: -2.1967 2.9925 -1.3796
C: -2.9608 1.9895 -1.9795
C: -3.5821 2.2125 -3.2004
C: -3.4395 3.4347 -3.8405
C: -2.6763 4.4363 -3.2579
C: -2.0577 4.2155 -2.0363
C: -2.4579 2.3911 1.8079
C: -3.7096 1.8039 1.6259
C: -4.5112 1.4974 2.7165
C: -4.0709 1.7801 4.0020
C: -2.8325 2.3787 4.1962
C: -2.0315 2.6817 3.1044
H: -0.3453 3.8802 0.6270
H: -3.0668 1.0241 -1.4979
H: -4.1804 1.4319 -3.6520
H: -3.9293 3.6101 -4.7893
H: -2.5715 5.3942 -3.7505
H: -1.4679 5.0057 -1.5860
H: -4.0690 1.5927 0.6261
H: -5.4812 1.0440 2.5620
H: -4.7042 1.5573 4.8518
H: -2.4975 2.6232 5.1971
H: -1.0728 3.1647 3.2636

As for the total charge: +1. As for the HOMO energy: -0.37786 Ha. The orbital gap is 6.376 eV. The value obtained for the energy relative to the best compared isomer or geometry (same formula, charge and spin) is 2.53 kcal per mole. Its total energy is -144074.6704 eV.

DFT (ωB97M-V/def2-TZVPD) results for a structure of composition C10H3Cl3F6MnN3OS2 at a distorted geometry.

Positions of all 29 atoms, in Å:
Mn: -0.1440 -0.7864 0.5808
S: 2.1641 -0.3884 1.2410
C: 2.2580 1.0778 0.4373
C: 3.3240 1.9600 0.8126
N: 4.1865 2.6563 1.1145
C: 1.4051 1.4831 -0.6170
S: 0.0933 0.6008 -1.1991
C: 1.6798 2.7154 -1.2879
N: 1.8917 3.6986 -1.8447
C: -2.4456 1.2324 3.2640
C: -1.9972 0.1483 2.2990
O: -0.8340 0.5334 1.6190
C: -3.0865 -0.1185 1.2386
F: -3.3246 0.9717 0.5334
F: -4.2184 -0.5816 1.7278
F: -2.6095 -1.0592 0.3467
C: -1.6557 -1.1461 3.0670
F: -2.6727 -1.8721 3.4603
F: -0.8320 -0.9319 4.0678
F: -0.9111 -1.9760 2.1576
H: -2.6540 2.1384 2.6997
H: -1.6478 1.4330 3.9743
H: -3.3445 0.9253 3.7985
Cl: 1.6444 -4.3133 -3.1796
C: 0.3995 -4.6598 -1.9857
Cl: -1.1519 -4.9960 -2.7436
Cl: 0.8851 -5.9520 -0.8961
C: 0.2285 -3.4415 -1.1709
N: 0.0931 -2.4991 -0.5409

As for the total charge: +1. As for the HOMO energy (spin up / spin down): -0.46303 / -0.51107 Ha. As for the spin multiplicity: 4. The orbital gap (spin up / spin down) is 6.394 / 7.114 eV. The value obtained for the energy relative to the best compared isomer or geometry (same formula, charge and spin) is 0.00 kcal per mole. Its total energy is -123790.1904 eV.

DFT (ωB97M-V/def2-TZVPD) results for a cluster of 2 separate species, C5H11NO in total at a distorted geometry.

Positions of all 18 atoms, in Å:
C: -1.4061 0.1701 -2.1103
C: -0.2075 -0.0335 -1.5991
C: 0.6902 1.0385 -1.1039
N: 0.8404 0.9834 0.3810
C: -0.2962 0.6812 1.1547
C: -0.2972 0.3492 2.4379
H: -2.0452 -0.6328 -2.4431
H: -1.8376 1.1568 -2.2452
H: 0.1528 -1.0449 -1.4540
H: 1.7037 0.8945 -1.4611
H: 0.3960 2.0464 -1.4061
H: 1.2389 1.8610 0.6896
H: -1.2311 0.6698 0.5968
H: 0.6110 0.3004 3.0322
H: -1.2390 0.1036 2.8964
O: 0.7025 -3.1214 0.8936
H: 0.6093 -2.1902 1.1240
H: 1.6151 -3.2323 0.6165

As for the HOMO energy: -0.31550 Ha. The orbital gap is 9.597 eV. The value obtained for the energy relative to the best compared isomer or geometry (same formula, charge and spin) is 56.01 kcal per mole. Its total energy is -8899.2683 eV.

DFT (ωB97M-V/def2-TZVPD) results for a cluster of 9 separate species, C27H41NO29P2 in total at a distorted geometry.

Positions of all 100 atoms, in Å:
C: 0.1673 3.7209 0.3761
C: 0.5785 3.4194 -1.1297
O: 1.8513 2.7741 -1.2792
C: 2.9364 3.6145 -0.8789
P: 3.5269 3.1681 0.8868
O: 4.7600 1.9083 0.7815
N: 4.2248 0.7785 1.4148
O: 3.0782 0.6659 1.0636
P: 4.4287 4.9560 1.8053
O: 3.5931 5.1598 3.2940
O: 3.9864 6.3419 0.8991
H: -0.7923 4.3322 0.3806
H: -0.0023 2.7247 0.9212
H: 0.9393 4.2938 0.9667
H: -0.1937 2.6797 -1.5231
H: 0.4512 4.3504 -1.7708
H: 2.7478 4.7211 -0.9826
H: 3.8161 3.3364 -1.5509
H: 3.2686 4.2678 3.5592
H: 3.1207 6.6599 1.2281
O: 2.1662 4.4405 -6.8164
C: 2.2270 3.4044 -6.2266
O: 1.3974 2.3498 -6.4391
C: 1.9280 1.2408 -5.7160
C: 2.7431 1.9012 -4.6456
O: 3.1360 3.1289 -5.2530
H: 1.1259 0.6193 -5.3077
H: 2.5379 0.6354 -6.3938
H: 2.1566 2.1214 -3.7487
H: 3.6158 1.3114 -4.3619
O: -0.1440 -0.3231 -4.2406
C: 0.5318 -1.3002 -4.0785
O: 1.4541 -1.7514 -4.9692
C: 2.1965 -2.7847 -4.3223
C: 1.2457 -3.2609 -3.2647
O: 0.4712 -2.0954 -2.9844
H: 2.4660 -3.5710 -5.0265
H: 3.1114 -2.3549 -3.9042
H: 0.5810 -4.0499 -3.6215
H: 1.7597 -3.6102 -2.3699
O: 2.4749 3.0887 5.3878
C: 2.3747 3.9464 6.2194
O: 1.1966 4.3775 6.7373
C: 1.5064 5.2232 7.8404
C: 2.8958 5.6903 7.5255
O: 3.4257 4.6111 6.7627
H: 0.7955 6.0460 7.9110
H: 1.4603 4.6346 8.7607
H: 2.9054 6.5955 6.9125
H: 3.4918 5.8639 8.4213
O: -0.4286 -5.3417 -2.8223
C: -1.5496 -4.9898 -3.0613
O: -2.5358 -5.8161 -3.4928
C: -3.7555 -5.0783 -3.4417
C: -3.2895 -3.6560 -3.5246
O: -1.9918 -3.7147 -2.9366
H: -4.4102 -5.3510 -4.2671
H: -4.2623 -5.2997 -2.4980
H: -3.1962 -3.3045 -4.5554
H: -3.9352 -2.9714 -2.9757
O: -2.7674 2.8178 3.2274
C: -2.0776 1.8573 3.3751
O: -1.1616 1.4228 2.4687
C: -0.3943 0.4032 3.1023
C: -1.3172 -0.0926 4.1765
O: -2.1060 1.0537 4.4722
H: -0.1233 -0.3771 2.3910
H: 0.5194 0.8480 3.5061
H: -1.9747 -0.8940 3.8273
H: -0.7816 -0.4350 5.0621
O: -0.3073 3.5331 11.9392
C: -0.2677 2.5832 11.2209
O: -0.4898 2.6257 9.8793
C: -0.1295 1.3525 9.3533
C: -0.2640 0.4476 10.5432
O: 0.0045 1.3179 11.6361
H: -0.7918 1.0692 8.5352
H: 0.8967 1.4023 8.9782
H: -1.2750 0.0452 10.6513
H: 0.4456 -0.3796 10.5215
O: -6.4160 -4.4039 -4.9437
C: -6.9755 -3.6272 -4.2296
O: -8.1463 -3.8787 -3.5906
C: -8.3639 -2.8125 -2.6716
C: -7.5616 -1.6912 -3.2642
O: -6.5206 -2.3768 -3.9534
H: -9.4247 -2.5739 -2.5972
H: -7.9982 -3.1149 -1.6865
H: -8.1339 -1.1012 -3.9848
H: -7.1525 -1.0234 -2.5061
O: 4.0706 -6.3381 -5.5393
C: 2.9124 -6.5662 -5.7053
O: 2.4087 -7.2601 -6.7605
C: 1.0346 -7.5120 -6.4829
C: 0.6850 -6.4222 -5.5133
O: 1.9234 -6.1623 -4.8630
H: 0.4391 -7.4678 -7.3949
H: 0.9390 -8.5091 -6.0447
H: 0.3501 -5.5084 -6.0143
H: -0.0738 -6.7302 -4.7956

As for the HOMO energy: -0.29110 Ha. The orbital gap is 7.462 eV. Its total energy is -108105.4251 eV.

DFT (ωB97M-V/def2-TZVPD) results for a structure of composition C20H40N4O7PtSi4 at a distorted geometry.

Positions of all 76 atoms, in Å:
Pt: 0.7460 0.0225 -0.1703
O: 3.6783 1.5609 0.5853
C: 3.3771 0.3632 0.6795
O: 2.9527 -0.4157 -0.2335
C: 3.4222 -0.2573 2.0570
C: 4.5887 -0.6562 2.6425
C: 4.5575 -1.1153 3.9580
C: 3.3676 -1.1769 4.6833
C: 2.1898 -0.8233 4.0914
C: 2.1331 -0.3742 2.7060
O: 1.0510 -0.0892 2.1280
N: 0.9793 -0.9333 4.9142
O: 1.1372 -0.8631 6.1133
O: -0.0863 -1.1239 4.3616
N: 5.8114 -1.5433 4.5938
O: 6.8143 -1.4713 3.9168
O: 5.7358 -1.9297 5.7392
H: 5.5344 -0.5960 2.1223
H: 3.3755 -1.5191 5.7098
N: 2.8918 4.1443 -2.7828
C: 2.0441 4.4525 -1.5844
C: 0.9435 3.3949 -1.4572
N: 1.5065 2.0485 -1.3870
C: 2.3248 1.7581 -2.5721
C: 3.4668 2.7614 -2.6957
H: 3.6450 4.8278 -2.8726
H: 2.3200 4.2200 -3.6265
H: 1.6220 5.4503 -1.6903
H: 2.6922 4.4221 -0.7088
H: 0.2475 3.4614 -2.2995
H: 0.3763 3.5922 -0.5483
H: 2.1781 2.0552 -0.6076
H: 1.6949 1.7617 -3.4673
H: 2.7597 0.7654 -2.4697
H: 4.0850 2.5667 -3.5704
H: 4.0775 2.6992 -1.7955
C: -4.2551 -0.4769 -2.7679
Si: -2.3885 -0.6724 -2.8285
C: -1.8181 -2.2135 -3.7396
C: -1.5143 0.8578 -3.5153
Si: -1.3687 -0.6616 -0.5964
Si: -1.7322 -3.1646 0.1783
C: -3.4892 -3.6242 -0.2863
C: -1.4295 -2.8250 1.9883
C: -0.4076 -4.1241 -0.7289
Si: -3.0259 0.7511 0.9576
C: -2.9670 2.3599 -0.0153
C: -2.1645 0.8128 2.6067
C: -4.6719 -0.1452 0.9417
H: -4.6588 -0.4773 -3.7831
H: -4.5560 0.4592 -2.2949
H: -4.7315 -1.2996 -2.2323
H: -1.9833 -2.0946 -4.8130
H: -2.3596 -3.1066 -3.4243
H: -0.7521 -2.3921 -3.5884
H: -1.6137 0.8960 -4.6027
H: -0.4520 0.8237 -3.2659
H: -1.9269 1.7834 -3.1099
H: -4.2218 -3.0201 0.2497
H: -3.6672 -4.6683 -0.0105
H: -3.6800 -3.5384 -1.3563
H: -2.3286 -2.4628 2.4891
H: -0.6368 -2.0965 2.1543
H: -1.1325 -3.7519 2.4894
H: -0.6909 -4.3625 -1.7538
H: -0.2329 -5.0723 -0.2114
H: 0.5405 -3.5841 -0.7466
H: -2.1642 2.9904 0.3693
H: -3.9094 2.8999 0.1075
H: -2.8073 2.2188 -1.0842
H: -1.0892 0.6735 2.5183
H: -2.5301 0.0363 3.2800
H: -2.3402 1.7760 3.0942
H: -4.9462 -0.5341 -0.0385
H: -5.4541 0.5560 1.2483
H: -4.6846 -0.9667 1.6590

As for the total charge: +2. As for the HOMO energy (spin up / spin down): -0.48939 / -0.50829 Ha. As for the spin multiplicity: 5. The orbital gap (spin up / spin down) is 8.168 / 5.560 eV. The value obtained for the energy relative to the best compared isomer or geometry (same formula, charge and spin) is 39.32 kcal per mole. Its total energy is -76417.6044 eV.